[1]
{"formula": "C5H11NOS", "method": "ωB97M-V/def2-TZVPD", "species": ["C", "C", "C", "S", "C", "N", "C", "O", "H", "H", "H", "H", "H", "H", "H", "H", "H", "H", "H"], "positions_angstrom": [[0.227, -1.379, 0.358], [1.079, -0.509, 1.181], [1.003, 0.930, 0.750], [-0.539, 1.860, 1.253], [0.421, -1.179, -1.057], [-0.812, -1.397, -2.000], [-2.086, -0.719, -1.498], [1.506, -0.783, -1.567], [0.188, 3.572, 4.681], [-0.689, -1.775, 0.733], [2.122, -0.865, 0.899], [0.931, -0.569, 2.272], [1.237, 1.011, -0.337], [1.830, 1.476, 1.189], [0.369, 3.252, 5.417], [-0.547, -1.148, -2.958], [-3.046, -1.092, -1.780], [-2.190, 0.355, -1.595], [-1.808, -0.784, -0.424]], "forces_ev_per_a": [[0.0797, 2.0960, 0.1560], [0.2824, -2.6684, 0.2127], [-0.4557, 3.5216, -0.3421], [1.6700, -1.8945, -0.8206], [-0.3107, 0.3446, -4.3863], [1.1748, 1.2292, 1.8107], [2.7303, -0.1168, 1.7480], [-2.7832, -1.1774, 1.5504], [0.5073, -0.9188, 2.0608], [-0.2433, -0.7310, 0.2146], [-0.6752, 0.6548, 0.4059], [-0.0661, -0.3159, -0.6009], [-0.5685, -0.3392, 0.4614], [0.1941, 0.1496, 0.2760], [-0.5070, 0.9107, -2.0705], [0.1182, -0.0468, 0.5449], [-0.1893, -1.1818, -0.2212], [0.7220, 0.5111, -0.6582], [-1.6798, -0.0269, -0.3413]], "lowdin_charge": [0.0555, -0.2599, -0.6608, 0.4807, -0.3811, 0.0119, -0.0871, 0.0382, 0.0028, 0.1074, 0.1672, 0.1219, 0.0726, 0.0489, 0.0092, 0.1024, 0.0626, 0.0671, 0.0406], "homo_lumo_gap_ev": 4.52, "e_above_lowest_kj_mol": 685.1}


[2]
{"formula": "C40H60Cl3CsGe2N5O2P3", "method": "ωB97M-V/def2-TZVPD", "species": ["Cs", "C", "C", "C", "P", "C", "N", "Ge", "N", "C", "P", "C", "C", "C", "C", "C", "C", "C", "C", "C", "C", "C", "C", "N", "C", "C", "C", "C", "C", "C", "C", "C", "C", "C", "C", "C", "N", "C", "P", "C", "C", "C", "C", "C", "C", "C", "C", "C", "H", "H", "H", "H", "H", "H", "H", "H", "H", "H", "H", "H", "H", "H", "H", "H", "H", "H", "H", "H", "H", "H", "H", "H", "H", "H", "H", "H", "H", "H", "H", "H", "H", "H", "H", "H", "H", "H", "H", "H", "H", "H", "H", "H", "H", "H", "H", "H", "H", "H", "H", "H", "H", "H", "H", "H", "H", "H", "H", "H", "O", "O", "C", "N", "Cl", "Ge", "Cl", "Cl"], "positions_angstrom": [[0.526, 0.709, -2.853], [-0.942, -4.201, -2.756], [0.551, -4.302, -2.466], [1.087, -5.602, -1.778], [1.164, -2.651, -1.632], [1.300, -2.601, 0.285], [0.167, -1.896, 0.858], [0.007, 0.066, 0.860], [1.379, 0.881, 2.173], [2.573, 1.612, 1.743], [2.704, 2.439, -0.001], [1.753, 4.087, 0.233], [0.245, 3.822, 0.177], [2.264, 4.934, 1.495], [4.518, 2.989, -0.186], [5.217, 1.955, -1.115], [5.292, 3.117, 1.160], [1.490, 0.202, 3.390], [2.539, 0.344, 4.344], [2.630, -0.477, 5.472], [1.668, -1.446, 5.714], [0.561, -1.532, 4.867], [0.428, -0.678, 3.792], [-0.779, -0.579, 3.012], [-1.362, -1.871, 2.730], [-2.401, -2.444, 3.442], [-2.720, -3.796, 3.278], [-2.118, -4.538, 2.272], [-1.175, -3.943, 1.450], [-0.771, -2.587, 1.651], [-1.677, 0.426, 3.459], [-1.970, 0.656, 4.806], [-2.981, 1.498, 5.215], [-3.708, 2.182, 4.250], [-3.412, 2.026, 2.889], [-2.430, 1.096, 2.412], [-2.131, 0.789, 1.092], [-2.954, 1.462, 0.098], [-2.859, 0.923, -1.765], [-3.952, 2.088, -2.752], [-3.037, 2.870, -3.719], [-4.872, 3.018, -1.929], [-3.901, -0.658, -1.931], [-3.380, -1.721, -0.925], [-5.425, -0.556, -1.797], [2.952, -3.142, -2.329], [3.935, -3.892, -1.389], [3.445, -1.700, -2.969], [-1.254, -4.766, -3.652], [-1.246, -3.139, -2.927], [-1.540, -4.563, -1.898], [1.087, -4.218, -3.414], [1.153, -5.474, -0.692], [2.099, -5.887, -2.118], [0.360, -6.444, -1.929], [2.219, -1.993, 0.433], [1.441, -3.571, 0.770], [3.544, 1.020, 1.793], [2.745, 2.440, 2.479], [2.105, 4.568, -0.700], [-0.069, 3.283, 1.084], [-0.017, 3.264, -0.707], [-0.309, 4.748, 0.117], [2.034, 4.478, 2.445], [1.677, 5.865, 1.439], [3.340, 5.161, 1.448], [4.469, 3.934, -0.693], [5.328, 0.995, -0.614], [6.175, 2.326, -1.440], [4.610, 1.702, -1.980], [5.709, 2.169, 1.551], [4.673, 3.561, 1.924], [6.138, 3.802, 0.979], [3.275, 1.127, 4.178], [3.470, -0.344, 6.146], [1.760, -2.111, 6.580], [-0.267, -2.232, 5.047], [-2.876, -1.854, 4.226], [-3.443, -4.253, 3.972], [-2.321, -5.590, 2.181], [-0.707, -4.450, 0.614], [-1.379, 0.145, 5.588], [-3.238, 1.615, 6.254], [-4.523, 2.872, 4.486], [-3.943, 2.624, 2.156], [-2.688, 2.536, -0.016], [-4.003, 1.408, 0.421], [-4.522, 1.398, -3.405], [-2.224, 3.362, -3.162], [-3.589, 3.668, -4.254], [-2.629, 2.171, -4.497], [-4.347, 3.899, -1.536], [-5.321, 2.479, -1.080], [-5.676, 3.379, -2.583], [-3.566, -1.034, -2.916], [-3.666, -1.504, 0.129], [-2.290, -1.814, -0.898], [-3.791, -2.708, -1.148], [-5.739, -0.508, -0.742], [-5.863, -1.431, -2.303], [-5.823, 0.326, -2.289], [2.759, -3.753, -3.194], [4.562, -3.215, -0.764], [4.658, -4.531, -1.951], [3.357, -4.548, -0.722], [2.567, -1.103, -2.917], [4.828, -1.959, -4.032], [4.197, -1.298, -2.273], [3.768, -1.733, -4.368], [0.002, 5.721, -2.948], [0.372, 4.664, -3.343], [0.736, 3.550, -3.780], [1.294, -1.268, -7.555], [0.534, 0.562, -6.634], [1.869, 2.142, -7.236], [-1.480, 0.956, -7.461]], "forces_ev_per_a": [[0.0499, 0.6923, -0.2900], [-0.7796, 0.0753, 0.3247], [0.1810, 0.3095, 0.8812], [-1.0417, -0.0966, -0.0643], [1.1846, -1.7047, -0.9053], [-0.2278, 0.1349, -0.7197], [-0.9294, -1.3306, 1.7641], [0.1256, 1.4416, -1.4769], [0.1526, -1.1572, 0.9508], [1.2777, 0.9201, 0.4293], [-1.3739, -0.2852, 0.2650], [1.8513, -0.5697, 0.5478], [0.5676, 0.1490, 0.8284], [-1.0413, 0.0242, -1.8813], [-0.1870, -1.9954, 1.2464], [-0.8435, 0.2528, 0.4033], [0.5306, 0.3322, -0.8889], [-0.0873, 0.4957, 0.0952], [-0.1385, -0.0257, -0.5571], [-0.2733, 0.2127, -0.5047], [0.1374, -0.3561, 0.4239], [-0.5266, 0.0719, -0.0468], [0.9510, 0.4817, -0.2942], [0.5033, -0.4026, -0.7180], [-0.2105, -0.6240, -0.9776], [0.4560, 0.0377, 0.5214], [-0.6661, 0.0729, 0.3046], [0.3787, 0.2963, 0.3315], [0.6251, 1.4144, -0.1775], [0.4976, -0.2391, -0.3688], [-1.6981, 0.9551, -0.0776], [1.0899, -0.9046, -0.0874], [-0.7494, 0.6098, -0.1868], [0.1096, 0.0694, -1.0198], [0.2979, -0.3383, -0.1578], [0.4152, -0.2618, -0.1802], [-0.0605, -0.2306, 1.6173], [-0.1570, 0.2314, -0.7980], [-0.0408, -0.8951, 0.8273], [0.4045, 0.3490, -0.0432], [0.0057, -0.0924, -0.3161], [-0.1405, -0.4785, -0.2328], [0.9327, -0.2542, 1.0477], [-0.1440, 0.2449, 0.6927], [0.2639, -0.1352, -0.3127], [0.4706, 2.5891, 0.3971], [0.2661, 0.3412, -0.1430], [-1.6710, -1.8964, 1.0755], [0.2131, 0.0357, 0.3399], [0.2993, -0.7891, 0.0835], [0.1666, 0.1548, -0.3366], [-0.4030, 0.1472, 0.0152], [-0.0483, 0.0171, -0.0443], [-0.5965, 0.0962, -0.0445], [0.7532, 0.5343, -0.1014], [-0.3014, -0.3378, -0.0501], [0.0889, 0.0158, -0.0181], [-1.0254, 0.1008, 0.0537], [-0.0349, -0.4547, -0.4225], [-0.4504, 0.2545, 0.3967], [-0.0457, 0.0085, -0.2974], [-0.0093, -0.3645, -0.2988], [-0.1265, 0.4372, 0.0596], [-0.1060, -0.3832, 0.2426], [0.4042, -0.0105, 0.2186], [-0.4228, -0.0329, -0.1123], [-0.0781, 0.6112, -0.1956], [0.2637, -0.0366, 0.3597], [0.5024, 0.0212, -0.1214], [-0.0952, 0.3835, -0.2749], [-0.3797, 0.3293, -0.3914], [-0.1234, 0.1063, 0.3179], [-0.0670, -0.2527, 0.2665], [0.0195, -0.2775, 0.0189], [-0.0649, -0.0385, 0.0132], [-0.0741, 0.2327, -0.3731], [0.5084, 0.2608, 0.0797], [0.0567, -0.1315, -0.1259], [0.3125, 0.2267, -0.5353], [-0.1996, -0.2397, -0.1564], [-0.1271, -0.2784, 0.0753], [-0.2926, 0.1804, -0.6385], [0.1477, -0.0001, 0.2524], [0.3143, -0.2208, 0.2165], [-0.0527, -0.0847, 0.1484], [-0.1911, -0.1638, 0.2337], [-0.0004, 0.1077, -0.1105], [-0.0846, 0.3546, 0.5568], [-0.0273, -0.1933, -0.3908], [0.1059, -0.3803, 0.2207], [-0.0620, 0.7569, 0.7574], [0.0626, -0.3103, -0.1205], [0.0163, 0.2515, -0.2557], [0.0595, 0.0368, 0.1833], [-0.5609, 0.3128, 0.0857], [0.0685, 0.1260, -0.6599], [0.0114, 0.0988, -0.2213], [-0.0465, -0.0693, -0.1512], [0.1584, -0.1906, -0.3123], [-0.1390, 0.1430, 0.4085], [-0.1113, 0.1092, -0.1218], [-0.0689, -0.1379, -0.1859], [-0.5779, -0.2726, -0.2977], [-0.5459, 0.4030, 0.2337], [0.3893, 0.1674, -0.0890], [-0.3328, 0.6643, 0.1979], [-3.9486, 0.7765, -3.1228], [0.1645, 0.2264, -0.5103], [6.0631, -1.3536, 3.2821], [-0.5022, 1.6644, 0.6906], [1.8697, -6.0369, -2.3949], [-1.3994, 4.3217, 2.0718], [0.4743, -1.1512, -1.3316], [-0.4293, -0.2818, 3.4764], [0.8631, 1.0290, -1.1773], [-0.9428, 0.2393, -1.1138]], "lowdin_charge": [0.3937, -0.1482, -0.5418, -0.1165, 1.0610, -0.3909, -0.2658, 1.0212, -0.2079, -0.4172, 1.0188, -0.5130, -0.1437, -0.1014, -0.5301, -0.1479, -0.1369, -0.2281, -0.0399, -0.1234, -0.1285, -0.0414, -0.1850, -0.0762, -0.1837, -0.0292, -0.1162, -0.1173, -0.0307, -0.2261, -0.1811, -0.0498, -0.1447, -0.1224, -0.0418, -0.2393, -0.1780, -0.4020, 0.9944, -0.5752, -0.1408, -0.1265, -0.5529, -0.1486, -0.1238, -0.4098, -0.1264, -0.3272, 0.0736, 0.0608, 0.0670, 0.0756, 0.0436, 0.0644, 0.0791, 0.0761, 0.0732, 0.0824, 0.0590, 0.0885, 0.0655, 0.0311, 0.0712, 0.0500, 0.0680, 0.0519, 0.0871, 0.0593, 0.0621, 0.0526, 0.0741, 0.0319, 0.0704, 0.0851, 0.0883, 0.0884, 0.1181, 0.1142, 0.0945, 0.0880, 0.0829, 0.1164, 0.0793, 0.0914, 0.0814, 0.0745, 0.0625, 0.0885, 0.0538, 0.0786, 0.0735, 0.0781, 0.0546, 0.0696, 0.0960, 0.0785, 0.0418, 0.0672, 0.0792, 0.0750, 0.0412, 0.0644, 0.0715, 0.0741, 0.0442, -0.0611, 0.1938, 0.1046, -0.1155, -0.0551, -0.6818, -0.1187, -0.1386, -0.4091, -0.0915, -0.1523], "homo_lumo_gap_ev": 5.15, "e_above_lowest_kj_mol": 0.0, "charge": -2}